[1]
Molecular formula: C11H14N4
Method: DFT, wB97M-V/def2-TZVPD

Energy above the lowest of the compared OMol25 structures with the same formula, charge and spin, kJ/mol: 407.06
M, g/mol: 202.26
E, eV: -17588.363
Frontier orbital gap, eV: 7.5
SMILES string: CC1=CNN(N(N)c2ccccc2)C=C1

Structure (ORCA input):
```
! RIJCOSX wB97M-V def2-TZVPD def2/J DEFGRID3
* xyz 0 1
C 3.67 -0.91 0.50
C 2.47 -0.62 -0.43
C 1.94 -1.37 -1.39
N 0.89 -0.95 -2.16
N 0.13 0.07 -1.85
N -1.43 -0.34 -1.21
N -2.24 0.18 -2.24
C -1.59 0.02 0.04
C -0.86 -0.60 1.11
C -1.02 -0.22 2.47
C -1.98 0.77 2.80
C -2.83 1.30 1.86
C -2.58 0.97 0.46
C 0.57 0.96 -0.92
C 1.81 0.74 -0.40
H 3.66 -1.71 1.15
H 3.80 0.14 1.07
H 4.50 -0.96 -0.14
H 2.20 -2.43 -1.54
H 0.36 -1.74 -2.67
H -2.24 1.16 -2.27
H -2.00 -0.28 -3.10
H -0.20 -1.41 0.87
H -0.27 -0.46 3.14
H -2.20 0.96 3.79
H -3.54 2.15 2.07
H -3.39 1.15 -0.25
H 0.09 1.86 -0.85
H 2.28 1.59 0.10
*
```

[2]
Molecular formula: C11H14NO2
Method: DFT, wB97M-V/def2-TZVPD

Energy above the lowest of the compared OMol25 structures with the same formula, charge and spin, kJ/mol: 474.35
M, g/mol: 192.24
E, eV: -17209.090
Frontier orbital gap, eV: 7.2

Structure (ORCA input):
```
! RIJCOSX wB97M-V def2-TZVPD def2/J DEFGRID3
* xyz 1 1
C 0.37 3.17 0.56
C 0.25 2.33 1.59
C -0.16 2.80 -0.75
C -0.77 1.18 1.64
C -1.02 1.78 -0.82
C -1.37 0.91 0.28
C -2.85 -1.20 -0.16
C -2.16 -0.10 0.06
C -2.36 -2.41 -0.74
C 1.74 -1.58 -0.42
C 2.80 -0.57 -0.08
N 1.85 -2.75 -1.07
O -1.14 -2.69 -0.83
O 0.62 -1.07 -0.08
H 1.08 3.99 0.79
H 0.76 2.69 2.55
H -0.01 3.27 -1.74
H -1.65 1.54 2.39
H -1.36 1.56 -1.73
H -4.00 -1.10 0.02
H -3.07 -3.03 -1.10
H 2.69 -0.57 0.96
H 2.58 0.39 -0.40
H 3.91 -0.79 -0.39
H 0.93 -3.19 -1.07
H 2.71 -3.20 -1.23
H -0.21 -1.77 -0.46
H -0.16 0.37 2.22
*
```

[3]
Molecular formula: C11H14NS2Se2Tc
Method: DFT, wB97M-V/def2-TZVPD

Energy above the lowest of the compared OMol25 structures with the same formula, charge and spin, kJ/mol: 0.00
M, g/mol: 480.29
E, eV: -167655.241
Frontier orbital gap (spin up / spin down), eV: 6.9 / 5.8
Expectation value of S²: 3.80

Structure (ORCA input):
```
! RIJCOSX wB97M-V def2-TZVPD def2/J DEFGRID3
* xyz 3 4
Tc 0.74 -0.45 -0.51
S 1.61 1.69 -0.73
C 1.11 1.77 0.92
N 0.45 0.66 1.33
C 0.11 0.73 2.63
C -0.58 -0.27 3.38
C -0.84 -0.03 4.70
C -0.43 1.19 5.29
C 0.26 2.20 4.56
C 0.51 1.96 3.24
S 1.35 2.98 2.08
H -0.88 -1.20 2.91
H -1.35 -0.75 5.31
H -0.64 1.37 6.34
H 0.56 3.12 5.05
C 2.84 -2.53 -3.24
Se 1.23 -1.90 -2.35
C -0.28 -2.02 -3.59
C -1.16 -0.80 -3.40
Se -1.49 -0.43 -1.49
C -2.14 1.40 -1.64
H 2.70 -3.60 -3.42
H 3.66 -2.35 -2.55
H 2.96 -1.96 -4.16
H -0.78 -2.96 -3.39
H 0.14 -2.04 -4.60
H -2.15 -0.97 -3.83
H -0.72 0.10 -3.82
H -3.09 1.33 -2.17
H -1.42 2.00 -2.19
H -2.29 1.77 -0.63
*
```

[4]
Molecular formula: C11H14O
Method: DFT, wB97M-V/def2-TZVPD

Energy above the lowest of the compared OMol25 structures with the same formula, charge and spin, kJ/mol: 470.03
M, g/mol: 162.23
E, eV: -13675.864
Frontier orbital gap, eV: 9.8

Structure (ORCA input):
```
! RIJCOSX wB97M-V def2-TZVPD def2/J DEFGRID3
* xyz 0 1
C -2.00 -0.19 0.42
C 1.51 -2.89 0.15
C 1.86 -1.60 0.48
C -1.40 0.39 1.71
C -0.73 1.23 -1.07
C 0.08 0.70 1.31
C -0.79 -0.26 -0.60
C 0.46 -0.10 0.16
C 0.42 1.42 0.04
C -0.87 -1.34 -1.67
C 1.50 2.46 0.00
O -3.12 -0.22 0.09
H 2.08 -3.72 0.24
H 0.54 -3.06 -0.17
H 2.72 -1.31 0.91
H -1.98 1.26 2.03
H -1.22 -0.20 2.56
H -0.36 1.39 -2.15
H -1.63 1.75 -0.82
H 0.69 0.80 2.19
H -1.96 -1.35 -1.93
H -0.63 -2.27 -1.25
H -0.39 -1.09 -2.62
H 1.40 2.98 -0.94
H 2.46 2.03 0.12
H 1.37 3.19 0.81
*
```

[5]
Molecular formula: C11H14O2
Method: DFT, wB97M-V/def2-TZVPD

Energy above the lowest of the compared OMol25 structures with the same formula, charge and spin, kJ/mol: 186.90
M, g/mol: 178.23
E, eV: -15727.431
Frontier orbital gap, eV: 10.0
SMILES string: CO[C@]1(c2ccccc2)OC1(C)C

Structure (ORCA input):
```
! RIJCOSX wB97M-V def2-TZVPD def2/J DEFGRID3
* xyz 0 1
C 1.63 -0.52 -2.52
O 1.74 0.01 -1.18
C 0.46 0.31 -0.53
C -0.22 -0.85 0.15
C 0.42 -1.48 1.21
C -0.27 -2.48 1.90
C -1.57 -2.83 1.57
C -2.22 -2.21 0.48
C -1.55 -1.21 -0.19
O -0.40 1.25 -1.17
C 0.27 1.80 -0.05
C -0.74 2.16 1.07
C 1.34 2.82 -0.38
H 1.51 0.25 -3.25
H 0.85 -1.27 -2.65
H 2.59 -0.99 -2.77
H 1.44 -1.13 1.53
H 0.20 -2.85 2.80
H -2.05 -3.58 2.15
H -3.23 -2.52 0.22
H -2.02 -0.62 -0.97
H -0.85 3.23 1.19
H -0.46 1.68 2.01
H -1.73 1.78 0.82
H 1.05 3.83 -0.04
H 2.27 2.54 0.07
H 1.52 2.88 -1.46
*
```

[6]
Molecular formula: C11H14O2P
Method: DFT, wB97M-V/def2-TZVPD

Energy above the lowest of the compared OMol25 structures with the same formula, charge and spin, kJ/mol: 70.44
M, g/mol: 209.21
E, eV: -25016.014
Frontier orbital gap, eV: 4.9

Structure (ORCA input):
```
! RIJCOSX wB97M-V def2-TZVPD def2/J DEFGRID3
* xyz -1 1
C 3.64 0.62 0.30
C 2.89 0.62 -0.82
C 3.26 -0.13 1.43
C 1.94 -0.30 -1.00
C 2.18 -0.97 1.36
C 1.55 -1.29 0.12
C -0.38 -3.12 -0.31
C 0.48 -2.17 -0.02
C -0.85 1.50 0.36
C -3.18 1.72 -0.82
C -1.92 0.92 -0.52
O -3.54 -1.46 -0.46
O -2.96 -0.37 1.81
P -2.64 -0.54 0.34
H 4.62 1.20 0.20
H 3.15 1.28 -1.55
H 3.65 0.10 2.44
H 1.22 -0.25 -1.83
H 1.99 -1.70 2.19
H -1.40 -3.01 -0.12
H -0.17 -4.22 -0.68
H -0.49 2.37 -0.10
H -1.06 1.86 1.32
H -0.05 0.83 0.55
H -2.93 2.63 -1.41
H -3.52 2.23 0.07
H -3.88 1.07 -1.38
H -1.61 0.58 -1.51
*
```

[7]
Molecular formula: C11H14O2S
Method: DFT, wB97M-V/def2-TZVPD

Energy above the lowest of the compared OMol25 structures with the same formula, charge and spin, kJ/mol: 545.65
M, g/mol: 210.30
E, eV: -26559.083
Frontier orbital gap (spin up / spin down), eV: 6.7 / 7.9

Structure (ORCA input):
```
! RIJCOSX wB97M-V def2-TZVPD def2/J DEFGRID3
* xyz 0 1
C 0.26 -1.34 2.16
C 0.40 -1.87 0.85
C -0.56 -2.56 0.20
C 1.18 -0.21 2.27
C 1.39 -1.11 0.01
C 1.44 0.23 0.77
C 0.17 0.92 0.17
C 0.86 -0.84 -1.34
C -0.28 0.09 -1.03
C 0.35 2.39 -0.24
C -2.81 1.03 -1.30
O -1.51 -3.22 -0.01
O 0.33 -2.00 -1.86
S -1.30 0.81 -2.22
H -0.01 -1.98 3.11
H 0.84 0.57 2.91
H 2.22 -0.41 2.57
H 2.39 -1.65 0.08
H 2.43 0.58 0.62
H -0.66 0.89 0.91
H 1.65 -0.22 -1.91
H 0.95 2.63 -1.12
H 0.86 2.94 0.64
H -0.80 2.82 -0.38
H -3.65 0.80 -1.95
H -2.96 2.02 -0.85
H -2.90 0.48 -0.40
H -0.27 -1.81 -2.65
*
```

[8]
Molecular formula: C11H14OS2
Method: DFT, wB97M-V/def2-TZVPD

Energy above the lowest of the compared OMol25 structures with the same formula, charge and spin, kJ/mol: 196.35
M, g/mol: 226.37
E, eV: -35348.305
Frontier orbital gap (spin up / spin down), eV: 7.7 / 7.7

Structure (ORCA input):
```
! RIJCOSX wB97M-V def2-TZVPD def2/J DEFGRID3
* xyz 0 1
C 3.68 0.00 -1.25
C 2.47 0.79 -1.16
C 3.85 -0.77 -0.16
C 1.77 0.55 0.00
C -1.19 2.83 0.35
C -0.14 2.21 -0.21
C -1.67 -2.07 0.75
C -0.81 -1.69 -0.47
C -3.02 -1.26 0.72
C -0.99 -0.28 -0.72
C 0.45 1.01 0.38
O 0.06 0.71 1.74
S 2.53 -0.57 0.98
S -2.67 0.22 -0.38
H 4.41 0.18 -1.98
H 2.31 1.68 -1.73
H 4.84 -1.36 0.10
H -1.85 3.63 -0.07
H -1.51 2.64 1.38
H 0.25 2.42 -1.23
H -1.92 -3.19 0.60
H -1.19 -2.05 1.73
H 0.24 -1.97 -0.35
H -1.28 -2.45 -1.21
H -4.05 -1.65 0.50
H -3.04 -0.76 1.68
H -0.79 0.01 -1.76
H -0.75 1.20 1.79
*
```

[9]
Molecular formula: C11H15AgN6O5Si
Method: DFT, wB97M-V/def2-TZVPD

Energy above the lowest of the compared OMol25 structures with the same formula, charge and spin, kJ/mol: 0.00
M, g/mol: 447.23
E, eV: -42706.093
Frontier orbital gap, eV: 5.9

Structure (ORCA input):
```
! RIJCOSX wB97M-V def2-TZVPD def2/J DEFGRID3
* xyz -2 1
Ag 0.32 -0.48 0.27
O -4.69 3.67 -0.32
C -3.62 2.81 -0.15
C -3.70 1.74 0.72
C -2.59 0.91 0.85
N -1.47 1.11 0.15
C -1.40 2.16 -0.68
C -2.46 3.04 -0.86
C -0.08 2.44 -1.45
O -0.06 3.52 -2.08
O 0.82 1.59 -1.35
C -2.67 -0.26 1.87
O -3.77 -0.36 2.45
O -1.64 -0.94 2.01
H -5.40 3.35 0.25
H -4.56 1.51 1.33
H -2.33 3.87 -1.53
N 3.94 -1.07 1.14
N 3.35 0.18 1.26
N 3.83 1.27 0.69
C 2.88 2.14 0.99
N 1.89 1.61 1.71
N 2.20 0.34 1.86
H 3.61 -1.45 0.25
H 3.48 -1.63 1.84
H 2.89 3.16 0.65
C -0.22 -3.67 -1.51
Si 1.05 -2.62 -0.53
C 1.49 -3.87 0.87
C 2.61 -2.79 -1.69
H 0.14 -4.70 -1.64
H -0.39 -3.25 -2.51
H -1.18 -3.70 -1.00
H 2.00 -4.76 0.49
H 0.56 -4.19 1.35
H 2.10 -3.46 1.68
H 3.18 -3.70 -1.49
H 3.30 -1.94 -1.69
H 2.25 -2.85 -2.73
*
```

Question: Which value of energy above the lowest of the compared OMol25 structures with the same formula, charge and spin does entry 1 give?
Answer: 407.06 kJ/mol